[1]
{
  "formula": "C14H17NO2S",
  "method": "ωB97M-V/def2-TZVPD",
  "total_charge": 0,
  "de_lowest_ev": 1.525,
  "orbital_gap_ev": 8.41,
  "homo_ev": -7.70,
  "symbols": ["C", "H", "H", "H", "C", "C", "C", "N", "C", "S", "C", "C", "C", "C", "C", "C", "H", "O", "C", "O", "H", "H", "H", "H", "C", "H", "C", "H", "H", "H", "H", "H", "H", "H", "H"],
  "coordinates": [[2.2576, 3.4831, -1.3510], [1.6421, 4.3757, -1.2635], [1.9162, 2.9194, -2.2144], [3.2834, 3.7940, -1.5346], [2.1810, 2.6617, -0.0654], [3.0662, 1.4117, -0.1227], [2.4895, 0.3445, -1.0513], [1.1466, 0.0077, -0.6376], [0.7971, -1.2350, -0.2921], [1.8170, -2.5305, -0.4115], [-0.5519, -1.4954, 0.2480], [-0.9527, -0.9247, 1.4512], [-2.1795, -1.2301, 2.0335], [-2.9868, -2.1157, 1.3630], [-2.5877, -2.6983, 0.1569], [-1.3754, -2.4139, -0.4158], [-1.0580, -2.8798, -1.3334], [-3.5740, -3.5343, -0.2897], [-4.5978, -3.4801, 0.6796], [-4.2302, -2.5764, 1.7002], [-5.5345, -3.1421, 0.2086], [-4.7507, -4.4821, 1.1121], [-2.4835, -0.7952, 2.9705], [-0.2860, -0.2486, 1.9641], [0.2460, 1.1369, -0.6659], [0.2038, 1.5159, -1.6940], [0.7452, 2.2404, 0.2685], [0.7141, 1.8711, 1.2957], [0.0745, 3.0979, 0.1993], [-0.7564, 0.8181, -0.3786], [2.4652, 0.7058, -2.0845], [3.0963, -0.5618, -1.0141], [3.1503, 0.9868, 0.8798], [4.0686, 1.6757, -0.4612], [2.5443, 3.2979, 0.7500]],
  "atomic_forces_ev_per_a": [[-0.001, -0.093, 0.250], [-0.064, 0.106, -0.054], [-0.034, -0.023, -0.160], [0.099, 0.049, -0.080], [0.035, 0.044, 0.094], [-0.187, 0.097, -0.088], [0.648, -0.003, 0.054], [-0.294, -0.146, 0.121], [0.541, -0.192, -0.180], [0.212, -0.465, -0.009], [-0.456, 0.150, 0.330], [0.176, -0.033, -0.269], [-0.370, -0.206, -0.006], [0.294, -0.161, -0.451], [-0.014, 0.389, 0.505], [-0.287, -0.050, 0.001], [0.066, -0.074, -0.097], [0.420, 0.098, -0.223], [-1.088, -0.674, -0.041], [0.301, 0.344, 0.235], [0.262, -0.010, 0.091], [0.122, 0.237, -0.075], [-0.040, 0.052, 0.135], [0.087, 0.085, 0.032], [-0.411, 0.457, 0.171], [-0.050, -0.054, 0.026], [0.079, -0.017, -0.154], [-0.068, -0.017, 0.050], [-0.052, 0.039, 0.035], [0.147, 0.063, -0.125], [-0.040, -0.063, -0.012], [-0.130, 0.193, -0.101], [0.059, -0.060, 0.022], [0.073, -0.012, 0.015], [-0.033, -0.052, -0.040]],
  "nbo_charge": [-0.6125, 0.2108, 0.1982, 0.2128, -0.2147, -0.4031, -0.2383, -0.4005, 0.1498, -0.1898, -0.1099, -0.2079, -0.2764, 0.2937, 0.2311, -0.2290, 0.2455, -0.4743, 0.2361, -0.4880, 0.1585, 0.1583, 0.2292, 0.2163, -0.2220, 0.1935, -0.4028, 0.2044, 0.2130, 0.2342, 0.1927, 0.2591, 0.2107, 0.2142, 0.2069]
}

[2]
{
  "formula": "C6H10O2",
  "method": "ωB97M-V/def2-TZVPD",
  "total_charge": 0,
  "de_lowest_ev": 4.877,
  "orbital_gap_ev": [8.37, 6.61],
  "homo_ev": [-7.45, -6.04],
  "symbols": ["C", "C", "C", "C", "C", "C", "O", "O", "H", "H", "H", "H", "H", "H", "H", "H", "H", "H"],
  "coordinates": [[0.0030, -0.6816, 0.3254], [0.9522, 0.1657, 0.1084], [-1.4201, -0.4897, -0.2931], [-1.2428, 1.5847, -1.3958], [0.0750, -2.0081, 1.0672], [2.3458, 0.5092, 0.3719], [-1.8365, 0.8377, -0.4621], [-1.2580, 2.9234, -1.2458], [-1.4328, -1.0205, -1.2556], [-2.1656, -0.9350, 0.3703], [-0.8924, 1.1965, -2.3338], [0.2559, -2.8157, 0.3580], [-0.8456, -2.2244, 1.6058], [0.8966, -1.9845, 1.7800], [3.0022, -0.3634, 0.2740], [2.4356, 0.8973, 1.3888], [2.6967, 1.2861, -0.3127], [-1.5692, 3.1222, -0.3511]],
  "atomic_forces_ev_per_a": [[-1.212, -0.376, -0.105], [-0.585, 0.842, -0.641], [0.609, -0.436, 0.071], [1.681, -0.470, 0.586], [0.429, 0.343, -0.035], [0.169, -0.114, 0.091], [-0.620, 0.641, 0.015], [-0.523, -0.122, 0.139], [-0.135, 0.043, 0.071], [0.093, 0.025, -0.142], [-0.216, -0.085, -0.176], [-0.023, -0.142, 0.016], [-0.056, 0.009, 0.049], [0.050, -0.146, 0.035], [0.067, 0.068, 0.007], [0.119, 0.041, 0.014], [0.056, -0.095, 0.077], [0.097, -0.026, -0.073]],
  "nbo_charge": [-0.1878, 0.0771, -0.0596, 0.3789, -0.6380, -0.7153, -0.5076, -0.6751, 0.1735, 0.1898, 0.1595, 0.2142, 0.2080, 0.2182, 0.2147, 0.2273, 0.2324, 0.4898]
}

[3]
{
  "formula": "C30H58KN4O2PSiTe",
  "method": "ωB97M-V/def2-TZVPD",
  "total_charge": 0,
  "de_lowest_ev": 0.324,
  "orbital_gap_ev": 5.33,
  "homo_ev": -5.30,
  "symbols": ["K", "C", "Te", "C", "C", "C", "C", "C", "C", "C", "H", "H", "H", "H", "H", "H", "H", "H", "C", "N", "C", "N", "C", "N", "C", "N", "C", "C", "H", "H", "H", "H", "H", "H", "H", "H", "H", "H", "H", "H", "C", "P", "C", "C", "O", "H", "H", "H", "H", "H", "H", "H", "H", "H", "C", "C", "C", "O", "C", "H", "H", "H", "H", "H", "H", "H", "H", "C", "Si", "C", "C", "C", "C", "C", "C", "C", "C", "H", "H", "H", "H", "H", "H", "H", "H", "H", "H", "H", "H", "H", "H", "H", "H", "H", "H", "H", "H", "H"],
  "coordinates": [[0.1657, -0.5176, -0.6438], [-1.1755, -5.5773, -1.1076], [0.1999, -4.1025, -0.3896], [0.8925, -4.0219, -2.4175], [-0.0912, -4.8130, -3.2413], [0.0079, -4.8396, -4.6313], [-0.9071, -5.5453, -5.3944], [-1.9461, -6.2254, -4.7706], [-2.0437, -6.2141, -3.3889], [-1.1124, -5.5240, -2.6139], [-2.1755, -5.3630, -0.7341], [-0.8726, -6.5556, -0.7392], [1.8947, -4.4413, -2.4859], [0.9115, -2.9862, -2.7559], [0.8079, -4.2908, -5.1147], [-0.8205, -5.5538, -6.4732], [-2.6730, -6.7689, -5.3602], [-2.8420, -6.7602, -2.8998], [2.7391, 1.4778, 2.0175], [3.1920, 2.4830, 2.9794], [2.0069, 3.1323, 3.5456], [1.1160, 2.1713, 4.2091], [0.7162, 1.1725, 3.2162], [1.8681, 0.4655, 2.6404], [2.6157, -0.1598, 3.7340], [3.0660, 0.8072, 4.7374], [3.9038, 1.8045, 4.0599], [1.8793, 1.4954, 5.2585], [3.6102, 0.9764, 1.5864], [2.1769, 1.9574, 1.2129], [1.4591, 3.6311, 2.7450], [2.3242, 3.8799, 4.2761], [0.1805, 1.6687, 2.4032], [0.0524, 0.4437, 3.6919], [3.4862, -0.6763, 3.3211], [1.9769, -0.8934, 4.2305], [4.7840, 1.3046, 3.6494], [4.2329, 2.5445, 4.7928], [2.1956, 2.2329, 5.9993], [1.2352, 0.7618, 5.7508], [-3.8562, -2.3930, -1.8924], [-2.7470, -1.3903, -2.9014], [-3.5708, 0.1927, -3.1270], [-2.7383, -2.1756, -4.5174], [-1.3893, -1.2793, -2.2849], [-4.8255, -2.5265, -2.3738], [-4.0001, -1.9153, -0.9229], [-3.3927, -3.3687, -1.7385], [-4.5812, 0.0474, -3.5123], [-3.0019, 0.8080, -3.8243], [-3.6250, 0.7189, -2.1743], [-3.7441, -2.2038, -4.9389], [-2.3591, -3.1925, -4.4232], [-2.0853, -1.6162, -5.1879], [0.5875, -3.4880, 4.8645], [-0.7127, -2.6803, 4.8647], [-1.3527, -3.0460, 3.5185], [-0.3391, -3.6782, 2.7319], [0.9193, -3.5312, 3.3827], [0.4156, -4.4998, 5.2356], [1.3744, -3.0333, 5.4659], [-0.4935, -1.6122, 4.9012], [-1.3602, -2.9113, 5.7089], [-1.7223, -2.1588, 2.9953], [-2.1809, -3.7488, 3.6239], [1.4026, -2.6017, 3.0563], [1.5475, -4.3703, 3.0862], [-0.2228, 2.2571, -2.7357], [0.3650, 2.7346, -0.9399], [1.8997, 3.8844, -1.3928], [1.7162, 4.7654, -2.6311], [3.0614, 2.9246, -1.6896], [2.3264, 4.7796, -0.2291], [-1.1676, 3.8256, -0.3427], [-2.3166, 2.8249, -0.1557], [-1.6503, 4.9110, -1.3046], [-0.9161, 4.4644, 1.0257], [-0.5458, 3.1056, -3.3476], [-1.0490, 1.5391, -2.7047], [0.5900, 1.7614, -3.2793], [1.5072, 4.1731, -3.5240], [2.6309, 5.3418, -2.8279], [0.9021, 5.4821, -2.5138], [2.8218, 2.2446, -2.5133], [3.3144, 2.3151, -0.8189], [3.9605, 3.4846, -1.9798], [1.5987, 5.5700, -0.0368], [3.2826, 5.2698, -0.4573], [2.4686, 4.2200, 0.7001], [-2.5257, 2.2815, -1.0815], [-3.2397, 3.3416, 0.1402], [-2.0809, 2.0902, 0.6207], [-1.9512, 4.4969, -2.2698], [-0.8821, 5.6627, -1.4924], [-2.5218, 5.4361, -0.8886], [-0.5011, 3.7396, 1.7332], [-1.8548, 4.8391, 1.4558], [-0.2268, 5.3075, 0.9699]],
  "atomic_forces_ev_per_a": [[0.480, 0.359, 0.557], [-0.083, 0.095, -0.002], [0.206, -0.124, 0.033], [-0.063, -0.004, -0.006], [-0.022, -0.006, 0.010], [-0.016, 0.023, -0.005], [-0.018, 0.053, -0.001], [-0.007, -0.002, 0.013], [0.010, -0.036, 0.002], [0.008, 0.019, -0.011], [-0.007, -0.014, 0.004], [-0.008, 0.004, 0.017], [0.014, 0.023, -0.013], [0.024, 0.002, 0.008], [-0.002, -0.007, -0.004], [0.005, -0.005, 0.003], [-0.001, -0.002, 0.003], [-0.003, 0.004, 0.001], [0.015, -0.016, -0.056], [0.021, 0.009, 0.015], [0.003, 0.014, -0.004], [-0.005, -0.012, 0.011], [-0.016, 0.032, -0.039], [0.028, -0.131, -0.038], [-0.009, 0.035, 0.055], [-0.001, -0.002, 0.000], [-0.005, 0.007, -0.003], [-0.004, -0.003, -0.001], [0.009, -0.001, 0.026], [-0.006, 0.010, 0.005], [0.012, -0.010, 0.013], [0.003, 0.003, -0.005], [0.002, -0.015, -0.008], [0.009, 0.002, 0.012], [0.000, 0.006, 0.000], [-0.027, -0.013, 0.020], [-0.001, 0.000, -0.004], [-0.003, -0.001, 0.003], [0.004, -0.001, -0.001], [-0.004, 0.000, -0.001], [-0.013, 0.004, -0.027], [-0.076, -0.079, 0.036], [-0.045, -0.021, -0.019], [-0.009, 0.025, -0.036], [-0.400, -0.141, -0.488], [0.003, 0.008, -0.001], [0.019, 0.008, -0.002], [0.015, 0.008, -0.015], [0.009, -0.004, -0.013], [0.019, -0.015, 0.005], [0.009, -0.023, 0.022], [0.006, 0.000, 0.006], [0.043, -0.064, 0.011], [0.008, 0.004, 0.020], [0.005, -0.024, 0.010], [0.004, 0.016, 0.007], [0.021, 0.060, -0.002], [-0.125, -0.075, -0.016], [0.036, 0.030, -0.034], [-0.006, -0.001, -0.008], [0.001, 0.014, -0.009], [0.023, 0.022, 0.000], [0.003, -0.013, -0.007], [-0.002, -0.008, -0.009], [0.011, -0.017, 0.016], [-0.014, -0.018, -0.004], [-0.012, -0.012, 0.014], [-0.014, -0.043, 0.004], [-0.040, 0.087, -0.037], [0.010, -0.058, -0.043], [-0.022, 0.034, -0.006], [0.000, 0.008, -0.028], [0.010, 0.030, 0.033], [-0.017, -0.055, 0.019], [-0.029, 0.012, -0.032], [0.012, 0.036, -0.006], [0.012, -0.018, 0.019], [-0.012, 0.008, -0.002], [0.014, 0.004, -0.002], [0.004, 0.010, 0.005], [0.000, -0.009, -0.001], [0.004, -0.008, -0.003], [0.010, -0.004, 0.001], [-0.004, -0.003, 0.009], [0.002, -0.002, 0.013], [-0.004, 0.007, 0.005], [-0.006, 0.002, -0.013], [0.000, -0.004, 0.004], [-0.016, -0.022, -0.006], [-0.005, 0.009, -0.008], [0.012, 0.002, 0.017], [0.011, -0.008, -0.001], [0.024, -0.006, -0.009], [-0.005, 0.007, 0.036], [-0.014, -0.013, -0.010], [-0.032, 0.013, -0.014], [-0.001, 0.015, -0.010], [0.019, -0.011, -0.004]],
  "mulliken_charge": [1.6835, -1.3393, 0.0796, -1.0230, 0.4258, -0.5837, -0.5871, -0.5573, -0.6244, 0.6346, 0.4834, 0.5361, 0.5496, 0.3515, 0.4311, 0.3959, 0.4046, 0.4272, 0.4622, 0.1628, -0.3281, 0.1089, -0.0036, 0.5017, -0.5934, 0.0961, -0.7259, -0.7815, 0.4394, -1.2089, -0.2213, 0.4428, -0.3810, 0.1259, 0.3306, -0.0713, 0.3575, 0.3603, 0.3381, 0.3616, -0.9591, 0.8137, -1.1617, -0.8703, -0.2822, 0.4015, 0.3628, 0.0307, 0.4530, 0.3727, 0.1995, 0.4426, -0.0542, 0.3456, -0.7413, -0.0550, -0.5627, -0.2507, -0.0944, 0.3393, 0.3629, -0.1812, 0.3838, 0.2771, 0.2889, 0.0512, 0.3160, -1.1006, -0.5834, 2.1091, -1.7952, -1.8050, -1.8381, 2.2705, -2.0000, -1.9333, -1.8327, 0.3950, -0.1879, 0.3458, 0.3455, 0.5089, 0.2543, 0.2936, 0.2063, 0.4720, 0.2993, 0.5083, 0.2308, 0.1640, 0.5112, 0.2964, 0.3125, 0.3161, 0.5097, 0.1511, 0.5236, 0.3626]
}

- Number 2 is which compound?
  C6H10O2